(one)
{
  "formula": "C3H6N2OS",
  "method": "wB97M-V/def2-TZVPD",
  "elements": ["S", "O", "N", "N", "C", "C", "C", "H", "H", "H", "H", "H", "H"],
  "xyz": [[0.415, 0.052, -1.432], [-2.664, -1.237, 0.479], [0.358, 1.812, -1.436], [-1.143, -0.507, -1.167], [0.751, -0.181, 0.332], [-0.490, -0.442, 1.027], [-1.605, -0.786, 0.129], [-0.977, 0.511, 1.460], [1.626, -0.838, 0.482], [1.070, 0.906, 0.507], [-1.866, -0.715, -1.948], [-0.345, -1.167, 1.839], [0.978, 2.093, -2.184]],
  "mulliken_charge": [0.14, -0.59, -0.63, -0.15, -0.35, -0.48, 0.35, 0.21, 0.41, 0.28, 0.27, 0.32, 0.19]
}


(two)
{
  "formula": "C3H6N2OS",
  "method": "wB97M-V/def2-TZVPD",
  "elements": ["S", "O", "N", "N", "C", "C", "C", "H", "H", "H", "H", "H", "H"],
  "xyz": [[1.450, -0.480, -0.643], [-2.555, -0.522, -0.452], [-0.747, 0.789, 0.396], [0.231, 1.714, 0.143], [0.704, -1.451, 0.593], [1.259, 1.263, -0.329], [-1.442, 0.069, -0.647], [-0.442, -1.260, 0.522], [1.184, -0.897, 1.662], [-1.152, 0.182, -1.676], [1.980, 2.107, -0.671], [0.988, -2.640, 0.224], [-1.458, 1.125, 0.880]],
  "mulliken_charge": [-0.11, -0.54, 0.11, -0.60, -0.50, -0.09, -0.02, 0.23, 0.24, 0.40, 0.34, 0.29, 0.25]
}


Short version: (two) is the least stable of them.


(one)
{
  "formula": "C5H9N",
  "method": "wB97M-V/def2-TZVPD",
  "elements": ["N", "C", "C", "C", "C", "C", "H", "H", "H", "H", "H", "H", "H", "H", "H"],
  "xyz": [[1.848, -1.908, 1.346], [-0.352, 0.961, 0.231], [-1.074, 0.503, -0.975], [-1.600, 1.212, -1.991], [0.818, -0.963, 1.239], [0.890, 0.155, 0.457], [-1.061, 0.957, 1.076], [2.374, -1.959, 0.485], [1.485, -2.815, 1.644], [-0.074, -1.144, 1.831], [-0.096, 2.018, 0.047], [-1.302, 2.249, -2.116], [1.894, 0.526, 0.306], [-1.498, -0.501, -0.899], [-2.255, 0.710, -2.681]],
  "mulliken_charge": [-0.51, -0.52, -0.55, -0.63, -3.45, 0.52, 0.53, 0.51, 0.87, 0.67, 0.33, 0.30, 0.49, 0.12, 0.33],
  "charge": -1,
  "spin_multiplicity": 2
}


(two)
{
  "formula": "C5H9N",
  "method": "wB97M-V/def2-TZVPD",
  "elements": ["N", "C", "C", "C", "C", "C", "H", "H", "H", "H", "H", "H", "H", "H", "H"],
  "xyz": [[-2.671, 1.546, -0.486], [1.505, -1.926, 0.637], [0.979, 0.445, -0.344], [-1.346, 1.130, -0.882], [1.597, -0.412, 0.586], [-0.242, 1.154, -0.082], [2.007, 0.085, 1.490], [1.606, -2.229, 1.697], [1.391, 0.392, -1.380], [2.391, -2.430, 0.205], [-2.919, 1.283, 0.449], [-3.285, 1.182, -1.187], [-1.209, 0.730, -1.877], [0.580, -2.288, 0.184], [-0.385, 1.339, 0.992]],
  "mulliken_charge": [-0.54, -0.85, -0.78, -0.33, -0.53, -0.29, 0.29, 0.29, 0.27, 0.17, 0.19, 0.22, 0.37, 0.31, 0.22],
  "charge": -1,
  "spin_multiplicity": 2
}


Short version: (two) is the least stable of them.


(one)
{
  "formula": "C5H9N",
  "method": "wB97M-V/def2-TZVPD",
  "elements": ["N", "C", "C", "C", "C", "C", "H", "H", "H", "H", "H", "H", "H", "H", "H"],
  "xyz": [[0.050, 1.156, -1.625], [0.083, -0.599, 0.010], [-0.109, -2.508, 1.706], [-0.663, 0.249, -0.770], [0.655, 2.319, -0.842], [-0.622, -1.484, 0.950], [0.950, 3.279, -1.365], [1.099, -0.698, -0.219], [0.794, 0.664, -2.012], [-1.662, -1.333, 1.059], [-0.184, 2.650, -0.151], [0.980, -2.787, 1.965], [-0.847, -3.226, 2.127], [1.268, 2.066, -0.010], [-1.792, 0.253, -0.823]],
  "mulliken_charge": [-0.52, -0.28, -0.88, -0.57, -0.97, -0.36, 0.34, 0.35, 0.28, 0.26, 0.30, 0.22, 0.18, 0.36, 0.30],
  "charge": -1,
  "spin_multiplicity": 2
}


(two)
{
  "formula": "C5H9N",
  "method": "wB97M-V/def2-TZVPD",
  "elements": ["N", "C", "C", "C", "C", "C", "H", "H", "H", "H", "H", "H", "H", "H", "H"],
  "xyz": [[-0.800, 0.079, 0.789], [-0.041, 0.014, -0.300], [-0.281, -0.332, -1.601], [1.330, 0.036, -0.415], [2.157, 0.105, 0.841], [-2.229, 0.115, 0.618], [2.934, 0.889, 0.775], [0.265, -0.036, -2.419], [-2.651, -0.867, 0.306], [-2.599, 0.858, -0.125], [1.964, -0.267, -1.231], [2.556, -0.986, 1.043], [-1.237, -0.731, -1.934], [-2.597, 0.537, 1.617], [1.356, 0.422, 1.597]],
  "mulliken_charge": [-0.64, 0.80, -1.18, -0.49, -0.87, -0.86, 0.26, 0.26, 0.19, 0.28, 0.22, 0.15, 0.33, 0.28, 0.27],
  "charge": -1,
  "spin_multiplicity": 2
}


Short version: (two) is the least stable of them.


(one)
{
  "formula": "C4H10N2O3",
  "method": "wB97M-V/def2-TZVPD",
  "elements": ["O", "O", "O", "N", "N", "C", "C", "C", "C", "H", "H", "H", "H", "H", "H", "H", "H", "H", "H"],
  "xyz": [[-0.004, 1.162, -0.941], [0.644, 1.260, 1.346], [0.399, -0.820, 0.077], [0.557, -1.550, 1.293], [-1.404, -1.109, -1.777], [2.375, 0.797, -0.280], [0.974, 0.784, 0.270], [-2.194, 0.001, 0.277], [-1.237, -0.430, -0.770], [-0.464, 1.946, -0.603], [0.086, -2.430, 1.104], [-2.861, 0.751, -0.154], [3.037, 0.345, 0.459], [2.682, 1.829, -0.452], [-0.602, -1.344, -2.349], [0.046, -1.015, 1.998], [-1.681, 0.442, 1.128], [2.443, 0.238, -1.210], [-2.796, -0.855, 0.584]],
  "mulliken_charge": [-0.57, -0.66, -0.29, -0.45, -0.63, -1.26, 0.95, -1.12, 0.96, 0.36, 0.26, 0.33, 0.31, 0.32, 0.28, 0.25, 0.34, 0.31, 0.30]
}


(two)
{
  "formula": "C4H10N2O3",
  "method": "wB97M-V/def2-TZVPD",
  "elements": ["O", "O", "O", "N", "N", "C", "C", "C", "C", "H", "H", "H", "H", "H", "H", "H", "H", "H", "H"],
  "xyz": [[0.149, 1.991, -0.800], [-2.088, 0.916, -0.918], [0.617, 1.350, 1.330], [-0.249, -0.239, -0.096], [-2.457, -1.075, 0.069], [0.254, -1.500, 0.444], [-1.618, -0.043, -0.242], [0.547, 0.962, -0.005], [2.032, 0.426, -0.555], [2.028, -0.170, -1.471], [2.572, -0.067, 0.256], [2.596, 1.329, -0.811], [1.129, 2.174, 1.312], [-2.412, -1.355, 1.040], [-0.478, -2.291, 0.620], [-0.901, 1.780, -1.057], [0.924, -1.945, -0.294], [0.762, -1.372, 1.401], [-3.407, -0.872, -0.223]],
  "mulliken_charge": [-0.69, -0.70, -0.56, 0.00, -0.51, -0.98, 0.60, 0.74, -1.40, 0.31, 0.38, 0.44, 0.39, 0.24, 0.44, 0.45, 0.25, 0.32, 0.29]
}


Short version: (one) is the least stable of them.


(one)
{
  "formula": "C6H14N2O2",
  "method": "wB97M-V/def2-TZVPD",
  "elements": ["O", "O", "N", "N", "C", "C", "C", "C", "C", "C", "H", "H", "H", "H", "H", "H", "H", "H", "H", "H", "H", "H", "H", "H"],
  "xyz": [[-0.622, -3.325, 1.410], [1.131, 3.390, 0.352], [-0.965, 2.614, 0.141], [0.488, -2.946, -0.514], [0.226, 3.036, -0.380], [1.315, -1.890, 1.508], [0.332, 2.942, -1.863], [-0.426, -3.803, -1.227], [-1.209, 2.688, 1.567], [0.309, -2.794, 0.836], [2.136, -2.438, 1.960], [-1.804, 2.678, -0.413], [-0.370, 3.650, -2.302], [-0.208, -4.858, -1.035], [0.099, 1.949, -2.240], [1.260, 3.273, -2.331], [-0.322, 2.402, 2.126], [-1.457, -3.551, -0.999], [1.290, -2.506, -0.931], [1.760, -1.286, 0.710], [-0.291, -3.685, -2.308], [-1.995, 1.977, 1.819], [-1.611, 3.646, 1.900], [0.932, -1.161, 2.212]],
  "mulliken_charge": [-0.62, -0.61, -0.21, -0.19, 0.73, -0.96, -1.15, -0.83, -0.87, 0.69, 0.25, 0.25, 0.32, 0.27, 0.29, 0.32, 0.29, 0.27, 0.22, 0.28, 0.33, 0.32, 0.31, 0.29]
}


(two)
{
  "formula": "C6H14N2O2",
  "method": "wB97M-V/def2-TZVPD",
  "elements": ["O", "O", "N", "N", "C", "C", "C", "C", "C", "C", "H", "H", "H", "H", "H", "H", "H", "H", "H", "H", "H", "H", "H", "H"],
  "xyz": [[-3.377, -0.341, 0.139], [0.299, 1.247, 0.667], [2.339, 0.894, -0.365], [-1.456, -1.097, -0.662], [1.989, 0.293, 2.067], [-2.255, -0.566, 0.470], [1.606, 1.111, -1.666], [-1.972, -0.999, -2.020], [-1.493, -0.509, 1.731], [1.483, 0.888, 0.796], [3.147, 0.368, -0.425], [-0.538, -1.001, 1.551], [-3.108, -1.318, -2.169], [2.278, 1.153, -2.544], [-1.695, -1.857, -2.607], [1.133, 2.136, -1.666], [-1.290, 0.625, 1.878], [1.327, -0.620, 2.158], [1.028, 0.285, -1.992], [1.939, 1.067, 2.967], [2.962, -0.163, 2.113], [-0.500, -0.822, -0.581], [-1.871, -0.009, -2.528], [-1.977, -0.764, 2.689]],
  "mulliken_charge": [-0.58, -0.55, -0.26, -0.30, -0.83, 0.71, -0.80, -0.95, -0.86, 0.61, 0.25, 0.10, 0.28, 0.37, 0.41, 0.24, 0.19, 0.19, 0.27, 0.23, 0.36, 0.23, 0.29, 0.39]
}


Short version: (two) is the least stable of them.